Entry 1:
C52H93BN4O13S2 | ωB97M-V/def2-TZVPD

As for the lowest unoccupied orbital energy: 0.3727 eV. The calculation puts the orbital gap at 8.2 eV. The largest force on an atom is 1.9 eV/A.

Positions of all 165 atoms, in Å:
C 4.112 5.443 -2.832
C 4.769 4.443 -2.891
C 5.565 3.201 -3.041
C 5.046 2.348 -4.217
C 5.472 0.844 -4.081
C 4.204 0.024 -3.885
C 3.465 -0.471 -4.954
C 2.272 -1.173 -4.745
C 1.503 -1.620 -5.991
N 1.206 -0.518 -6.931
C 0.725 0.699 -6.227
C 1.811 -1.437 -3.447
C 2.571 -0.934 -2.384
C 3.738 -0.213 -2.591
S 2.000 -1.278 -0.728
C 0.233 -1.287 -0.998
C -0.621 -0.844 0.012
O -0.016 -0.367 1.178
C -2.008 -0.841 -0.146
C -2.987 -0.341 0.904
C -3.138 1.214 0.690
C -2.624 -0.684 2.367
C -3.824 -0.269 3.282
C -3.529 0.961 4.176
C -2.499 -1.303 -1.381
B -4.062 -1.345 -1.678
O -4.670 -0.236 -2.240
C -4.947 -2.614 -1.290
C -4.162 -3.955 -1.218
C -1.647 -1.730 -2.413
C -2.209 -2.179 -3.763
C -2.573 -0.940 -4.651
C -2.380 -1.258 -6.156
C -3.455 -0.505 -7.007
S -2.763 0.533 -8.331
C -2.545 2.089 -7.571
N -3.171 2.629 -6.556
N -2.617 3.859 -6.378
C -1.688 4.032 -7.259
O -1.617 2.926 -8.053
C -0.247 -1.739 -2.228
N 0.604 -2.188 -3.286
H 3.378 6.210 -2.964
H 5.496 2.674 -2.083
H 6.590 3.527 -3.258
H 5.377 2.751 -5.179
H 3.952 2.403 -4.189
H 6.020 0.513 -4.967
H 6.092 0.699 -3.189
H 3.800 -0.313 -5.980
H 2.157 -2.307 -6.548
H 0.597 -2.175 -5.738
H 2.093 -0.244 -7.339
H 0.099 1.294 -6.903
H 1.587 1.337 -5.982
H 0.153 0.459 -5.327
H 4.285 0.147 -1.721
H 0.285 -1.144 1.666
H -3.995 -0.750 0.748
H -2.493 1.538 -0.132
H -4.156 1.428 0.344
H -2.906 1.776 1.597
H -2.427 -1.758 2.472
H -1.778 -0.077 2.691
H -4.704 -0.062 2.658
H -4.117 -1.101 3.933
H -3.465 0.689 5.239
H -4.329 1.708 4.113
H -2.581 1.452 3.928
H -5.359 -0.569 -2.831
H -5.774 -2.676 -2.016
H -5.377 -2.440 -0.293
H -3.298 -3.962 -1.890
H -4.797 -4.793 -1.529
H -3.764 -4.117 -0.211
H -1.461 -2.729 -4.340
H -3.069 -2.851 -3.652
H -1.980 -0.063 -4.373
H -3.624 -0.704 -4.469
H -1.409 -0.914 -6.520
H -2.495 -2.333 -6.336
H -4.100 -1.225 -7.523
H -4.123 0.098 -6.384
H -1.035 4.877 -7.400
H 0.772 -3.188 -3.244
C -3.714 -3.255 6.009
O -2.968 -3.428 4.815
C -1.602 -3.733 5.057
C -1.319 -5.212 4.900
O -1.980 -5.985 5.893
C -3.164 -6.606 5.421
H -4.771 -3.275 5.748
H -3.516 -4.050 6.731
H -3.482 -2.284 6.461
H -1.299 -3.386 6.050
H -1.014 -3.183 4.315
H -0.243 -5.376 5.028
H -1.593 -5.554 3.897
H -2.913 -7.474 4.802
H -3.783 -5.915 4.845
H -3.730 -6.947 6.286
C -3.151 5.026 -0.987
O -2.917 4.432 0.279
C -1.599 4.656 0.759
C -1.558 5.766 1.789
O -1.893 7.024 1.222
C -3.230 7.412 1.483
H -4.226 5.027 -1.162
H -2.789 6.055 -1.028
H -2.669 4.438 -1.775
H -0.918 4.873 -0.070
H -1.267 3.725 1.231
H -0.537 5.848 2.174
H -2.218 5.533 2.630
H -3.327 7.763 2.516
H -3.932 6.594 1.309
H -3.477 8.234 0.812
C 1.519 12.194 -3.345
O 2.250 11.928 -4.530
C 3.572 11.474 -4.278
C 3.685 9.970 -4.420
O 2.933 9.290 -3.424
C 1.687 8.812 -3.896
H 0.468 12.288 -3.615
H 1.622 11.390 -2.613
H 1.853 13.137 -2.899
H 3.908 11.792 -3.287
H 4.222 11.946 -5.022
H 4.732 9.682 -4.285
H 3.375 9.654 -5.421
H 1.836 7.914 -4.508
H 1.152 9.563 -4.481
H 1.080 8.547 -3.031
C 3.207 -4.686 8.622
O 2.270 -5.229 7.706
C 1.535 -6.319 8.251
C 0.152 -5.887 8.690
O 0.203 -4.978 9.781
C 0.034 -3.629 9.384
H 3.536 -3.723 8.232
H 2.769 -4.533 9.610
H 4.077 -5.346 8.707
H 2.081 -6.781 9.078
H 1.431 -7.066 7.457
H -0.400 -6.768 9.031
H -0.395 -5.455 7.848
H -1.020 -3.429 9.163
H 0.642 -3.382 8.510
H 0.342 -2.994 10.215
C 3.057 -5.994 4.854
O 3.234 -5.823 3.454
C 4.379 -5.050 3.130
C 5.544 -5.921 2.707
O 6.014 -6.728 3.777
C 5.545 -8.063 3.713
H 2.326 -6.789 5.004
H 3.987 -6.277 5.351
H 2.671 -5.076 5.300
H 4.663 -4.410 3.972
H 4.103 -4.401 2.293
H 6.373 -5.274 2.403
H 5.268 -6.539 1.848
H 6.094 -8.621 2.946
H 4.475 -8.109 3.498
H 5.728 -8.528 4.681

***

Entry 2:
C38H72NO13P | ωB97M-V/def2-TZVPD

As for the lowest unoccupied orbital energy: 0.4090 eV. The calculation puts the orbital gap at 8.6 eV. The largest force on an atom is 2.9 eV/A.

Positions of all 125 atoms, in Å:
C -6.897 1.056 0.689
O -5.872 0.328 0.001
C -5.566 0.883 -1.272
C -5.281 -0.225 -2.397
C -3.740 -0.499 -2.637
C -2.785 -0.080 -1.479
C -1.628 0.767 -1.827
C -0.643 1.208 -0.851
C -0.800 0.839 0.569
C -1.937 -0.006 0.941
C -2.890 -0.463 -0.083
O -6.115 -1.365 -2.289
C -5.617 -2.390 -1.435
P -5.882 0.619 -4.008
N -5.481 -0.203 -5.284
O -5.241 2.155 -4.165
O -7.553 0.664 -3.953
H -6.550 1.157 1.759
H -7.871 0.488 0.744
H -7.049 2.097 0.309
H -4.777 1.689 -1.258
H -6.512 1.405 -1.626
H -3.510 -1.558 -2.948
H -3.418 0.118 -3.527
H -1.453 1.085 -2.884
H 0.238 1.824 -1.149
H -0.042 1.201 1.330
H -2.071 -0.296 2.006
H -3.727 -1.100 0.269
H -6.409 -3.194 -1.420
H -5.468 -2.095 -0.366
H -4.680 -2.897 -1.781
H -4.949 -1.036 -5.023
H -4.864 2.468 -3.320
H -7.840 1.512 -3.555
C 1.691 -2.229 0.321
C 0.825 -3.099 1.194
C 1.084 -4.582 1.163
O -0.044 -2.622 1.893
H 1.395 -1.186 0.444
H 2.738 -2.334 0.615
H 1.564 -2.509 -0.727
H 2.103 -4.784 1.494
H 0.931 -4.966 0.152
H 0.389 -5.085 1.837
C 4.891 -4.967 3.880
C 4.921 -3.974 2.748
C 5.950 -2.878 2.817
O 4.145 -4.054 1.816
H 4.102 -5.699 3.698
H 5.847 -5.490 3.940
H 4.684 -4.453 4.816
H 6.952 -3.310 2.830
H 5.788 -2.273 3.712
H 5.856 -2.239 1.940
C -1.673 2.787 4.026
C -0.204 2.490 4.204
C 0.544 3.284 5.241
O 0.352 1.643 3.537
H -2.081 2.141 3.248
H -2.207 2.593 4.959
H -1.808 3.827 3.725
H 0.110 3.112 6.225
H 0.507 4.348 4.992
H 1.580 2.966 5.256
C -8.154 -0.817 -9.566
C -6.968 0.104 -9.424
C -6.585 0.524 -8.030
O -6.350 0.489 -10.396
H -8.317 -1.037 -10.622
H -7.964 -1.753 -9.038
H -9.049 -0.336 -9.166
H -6.325 -0.350 -7.435
H -7.411 1.064 -7.563
H -5.718 1.183 -8.077
C 4.013 1.630 8.416
C 2.826 1.246 7.570
C 2.559 -0.225 7.382
O 2.114 2.086 7.062
H 4.085 2.717 8.465
H 3.891 1.241 9.428
H 4.930 1.239 7.971
H 2.372 -0.696 8.349
H 3.411 -0.699 6.891
H 1.677 -0.354 6.753
C 8.257 -0.292 -1.561
C 6.956 -0.718 -0.930
C 5.720 -0.668 -1.791
O 6.906 -1.087 0.224
H 9.060 -0.379 -0.828
H 8.487 -0.937 -2.411
H 8.190 0.748 -1.885
H 5.838 -1.330 -2.651
H 5.541 0.355 -2.125
H 4.860 -1.002 -1.208
C -0.281 6.171 -2.232
C -0.970 4.837 -2.106
C -1.957 4.465 -3.181
O -0.741 4.093 -1.178
H 0.399 6.307 -1.391
H 0.294 6.205 -3.159
H -1.021 6.975 -2.219
H -1.455 4.424 -4.146
H -2.771 5.194 -3.209
H -2.375 3.481 -2.962
C 6.647 -5.532 7.109
C 6.343 -4.065 7.279
C 6.535 -3.476 8.653
O 5.959 -3.385 6.350
H 6.467 -5.821 6.075
H 7.694 -5.725 7.348
H 5.998 -6.124 7.756
H 7.577 -3.580 8.960
H 5.881 -3.979 9.368
H 6.280 -2.417 8.630
C 0.512 3.580 -6.786
C 0.905 3.028 -5.440
C 1.690 1.742 -5.421
O 0.601 3.596 -4.412
H -0.047 4.506 -6.649
H 1.405 3.794 -7.376
H -0.122 2.863 -7.312
H 2.635 1.876 -5.951
H 1.108 0.944 -5.887
H 1.903 1.464 -4.389

***

Entry 3:
C27H31AuIN4P | ωB97M-V/def2-TZVPD

As for the lowest unoccupied orbital energy: -0.0617 eV. The calculation puts the orbital gap at 7.0 eV. The calculation puts the energy relative to the best compared isomer or geometry (same formula, charge and spin) at 0.021 eV. The largest force on an atom is 0.5 eV/A.

Positions of all 65 atoms, in Å:
Au 1.794 -1.011 0.231
N 0.323 -2.249 0.781
P -1.003 -2.022 0.015
C -1.012 -2.236 -1.811
C -2.167 -2.116 -2.581
C -2.125 -2.308 -3.952
C -0.922 -2.632 -4.570
C 0.227 -2.770 -3.809
C 0.180 -2.576 -2.435
C -2.249 -3.225 0.551
C -1.800 -4.442 1.046
C -2.707 -5.414 1.437
C -4.071 -5.175 1.343
C -4.527 -3.955 0.863
C -3.619 -2.983 0.472
C -1.799 -0.392 0.252
C -2.269 -0.072 1.522
C -2.782 1.186 1.787
C -2.820 2.148 0.787
C -2.332 1.848 -0.476
C -1.825 0.583 -0.741
H -3.111 -1.865 -2.113
H -3.029 -2.208 -4.538
H -0.888 -2.783 -5.641
H 1.162 -3.038 -4.285
H 1.070 -2.694 -1.828
H -0.733 -4.607 1.135
H -2.349 -6.360 1.823
H -4.777 -5.936 1.650
H -5.589 -3.753 0.800
H -3.984 -2.025 0.120
H -2.227 -0.812 2.313
H -3.150 1.420 2.778
H -3.225 3.130 0.993
H -2.351 2.595 -1.260
H -1.448 0.355 -1.731
C 1.141 3.734 3.772
C 1.112 3.770 2.247
C 2.350 4.497 1.709
C -0.146 4.489 1.770
N 0.998 2.391 1.746
N 2.083 1.524 2.006
H 1.077 4.744 4.178
H 2.065 3.288 4.142
H 0.300 3.151 4.147
H 2.363 5.536 2.039
H 2.357 4.490 0.617
H 3.278 4.043 2.064
H -0.162 5.518 2.130
H -1.032 3.971 2.132
H -0.191 4.514 0.679
H 0.843 2.401 0.744
H 1.963 1.114 2.923
H 2.984 1.995 1.970
I 3.346 2.164 -4.435
C 3.961 0.987 -2.847
C 5.251 0.480 -2.777
C 5.597 -0.302 -1.690
C 4.648 -0.564 -0.719
N 3.404 -0.083 -0.790
C 3.067 0.683 -1.833
H 5.968 0.696 -3.557
H 6.591 -0.715 -1.595
H 4.870 -1.175 0.144
H 2.050 1.049 -1.846

***

Entry 4:
C26H36BCl2F6MoN3O6S2 | ωB97M-V/def2-TZVPD

As for the lowest unoccupied orbital energy (spin up / spin down): 0.3288 / 0.2105 eV. Its spin multiplicity is 3. The calculation puts the orbital gap (spin up / spin down) at 8.1 / 8.5 eV. The calculation puts the energy relative to the best compared isomer or geometry (same formula, charge and spin) at 1.299 eV. The largest force on an atom is 1.5 eV/A.

Positions of all 83 atoms, in Å:
Mo -1.324 -1.173 0.016
N -2.817 0.907 1.371
C -3.797 1.118 2.443
C -3.393 0.399 3.731
C -3.874 -1.042 3.833
N -3.347 -1.866 2.751
H -1.919 1.297 1.640
H -3.077 1.418 0.534
H -4.766 0.741 2.099
H -3.938 2.185 2.652
H -3.796 0.949 4.585
H -2.303 0.433 3.831
H -4.974 -1.041 3.874
H -3.528 -1.469 4.778
H -3.720 -1.567 1.858
H -3.623 -2.834 2.866
F -5.262 -4.548 0.296
C -4.321 -4.790 -0.617
F -3.302 -5.408 -0.032
F -4.824 -5.563 -1.570
S -3.786 -3.180 -1.340
O -3.148 -2.504 -0.199
O -4.966 -2.564 -1.848
N -2.786 -3.690 -2.426
S -1.410 -3.044 -2.774
O -1.226 -1.761 -2.087
O -1.109 -3.068 -4.157
C -0.175 -4.180 -1.991
F -0.514 -4.450 -0.726
F -0.130 -5.320 -2.672
F 1.018 -3.606 -2.011
C 0.628 -1.688 3.646
C 1.031 -1.142 2.266
C 1.520 0.301 2.432
C -0.182 -1.125 1.379
C 2.084 -2.059 1.651
C 1.727 -3.359 1.297
C 2.660 -4.239 0.777
C 3.975 -3.835 0.598
C 4.341 -2.545 0.943
C 3.402 -1.665 1.467
H -0.128 -1.049 4.108
H 1.501 -1.722 4.301
H 0.217 -2.694 3.569
H 0.704 0.931 2.790
H 1.880 0.719 1.492
H 2.326 0.351 3.167
H -1.196 -0.950 1.915
H 0.702 -3.684 1.421
H 2.356 -5.242 0.507
H 4.706 -4.520 0.188
H 5.362 -2.213 0.803
H 3.715 -0.661 1.719
Cl -5.610 1.846 -3.615
C -5.254 0.690 -2.334
Cl -3.519 0.618 -1.964
H -5.559 -0.300 -2.653
H -5.777 0.996 -1.435
C 4.690 3.569 -3.464
C 3.914 4.534 -2.569
C 3.391 5.679 -3.447
C 4.876 5.093 -1.514
C 2.741 3.847 -1.867
C 1.892 4.606 -1.056
C 0.807 4.061 -0.377
C 0.595 2.710 -0.535
O -0.388 1.911 0.002
B -0.127 0.608 -0.484
O 0.991 0.641 -1.321
C 1.425 1.946 -1.328
C 2.503 2.476 -2.003
H 5.496 4.108 -3.965
H 4.056 3.130 -4.236
H 5.143 2.758 -2.892
H 4.221 6.171 -3.957
H 2.866 6.434 -2.863
H 2.701 5.302 -4.203
H 5.722 5.588 -1.994
H 5.262 4.292 -0.881
H 4.384 5.821 -0.868
H 2.081 5.665 -0.946
H 0.161 4.670 0.241
H 3.121 1.836 -2.615

***

Entry 5:
C4H7O | ωB97M-V/def2-TZVPD

As for the lowest unoccupied orbital energy: -5.2537 eV. The calculation puts the orbital gap at 10.3 eV. The calculation puts the energy relative to the best compared isomer or geometry (same formula, charge and spin) at 1.311 eV. As for the total charge: +1. The largest force on an atom is 3.4 eV/A.

Positions of all 12 atoms, in Å:
C -1.089 -0.972 1.314
C 2.217 0.364 -0.156
C -0.540 -0.214 0.372
C -0.941 0.429 -0.917
O 1.266 0.123 0.564
H -0.564 -1.309 2.115
H -2.165 -1.245 1.298
H 3.125 0.811 0.307
H 2.335 0.341 -1.281
H -0.412 0.112 -1.772
H -1.984 0.063 -1.004
H -1.248 1.497 -0.839

***

Entry 6:
C5H8N2S | ωB97M-V/def2-TZVPD

As for the lowest unoccupied orbital energy: 0.4627 eV. The calculation puts the orbital gap at 8.9 eV. The calculation puts the energy relative to the best compared isomer or geometry (same formula, charge and spin) at 2.306 eV. The largest force on an atom is 1.8 eV/A.

Positions of all 16 atoms, in Å:
C 2.513 -0.276 0.155
C 1.149 -0.257 -0.514
C 0.043 -1.062 0.058
N 0.076 0.348 0.211
C -0.795 1.247 -0.316
N -2.051 1.332 -0.135
C -2.958 0.536 0.454
S -3.599 -0.816 -0.219
H 2.446 -0.300 1.267
H 3.107 -1.114 -0.190
H 3.099 0.640 -0.086
H 1.128 -0.121 -1.585
H -0.737 -1.458 -0.583
H 0.169 -1.682 0.960
H -0.289 2.054 -0.885
H -3.302 0.929 1.409

***

Entry 7:
FH2NS | ωB97M-V/def2-TZVPD

As for the lowest unoccupied orbital energy (spin up / spin down): -0.6463 / -0.3483 eV. The calculation puts the orbital gap (spin up / spin down) at 8.7 / 8.6 eV. The calculation puts the energy relative to the best compared isomer or geometry (same formula, charge and spin) at 3.567 eV. The largest force on an atom is 3.2 eV/A.

Positions of all 5 atoms, in Å:
N 0.524 0.027 -1.100
F 1.583 0.379 -0.372
S -0.660 1.120 -0.787
H -0.015 -1.455 -0.071
H 0.093 1.661 0.238